(1)
26
Properties=species:S:1:pos:R:3:lowdin_charge:R:1 method="wB97M-V/def2-TZVPD" total_charge=+2 molar_mass_g_mol=654.840 gap_ev="5.61 / 5.26" e_homo_ev="-15.39 / -15.21" max_force_ev_per_a=3.10 e_lumo_ev="-9.78 / -9.95"
Re 0.65 -18.85 -0.65 0.574
S -1.45 -22.41 -2.30 0.101
Sb -2.58 -20.59 -2.27 0.288
S 1.24 -19.07 -2.72 0.337
S -1.40 -19.29 -0.33 0.185
S -4.05 -19.26 -2.85 0.171
F 1.25 -9.73 1.51 0.189
C 0.47 -10.25 0.61 -0.620
F 0.78 -9.75 -0.59 0.189
F -0.78 -9.88 0.91 0.170
C 0.60 -11.79 0.62 -0.009
C -0.30 -12.46 -0.21 0.023
C -0.11 -13.78 -0.39 0.009
C 0.82 -14.45 0.40 -0.220
C 1.71 -13.80 1.29 0.038
C 1.65 -12.44 1.33 0.048
C 0.88 -15.81 0.16 0.000
C 0.76 -17.03 -0.05 -0.319
H -1.10 -11.92 -0.74 0.159
H -0.66 -14.38 -1.10 0.142
H 2.38 -14.37 1.90 0.131
H 2.35 -11.82 1.91 0.149
Cl 2.08 -19.13 1.19 0.774
C 1.76 -20.46 0.14 -0.610
H 1.17 -21.29 0.61 0.081
H 2.63 -20.68 -0.42 0.019

=====

(2)
23
Properties=species:S:1:pos:R:3:lowdin_charge:R:1 method="wB97M-V/def2-TZVPD" total_charge=+2 molar_mass_g_mol=434.826 gap_ev=5.15 e_homo_ev=-15.38 max_force_ev_per_a=13.67 e_lumo_ev=-10.22
O 3.11 -2.10 -1.78 0.135
C 2.26 -1.53 -1.29 0.033
Hg 0.00 0.00 0.00 1.343
C -1.13 -0.60 -1.27 -0.209
C 0.90 1.54 -0.25 -0.209
O -1.85 -0.97 -2.08 0.282
O 1.48 2.52 -0.40 0.282
N -2.33 2.06 0.34 0.101
C -2.13 1.31 1.52 -0.618
N -1.18 0.34 1.65 -0.137
C -1.23 -0.21 2.89 -0.346
C -0.40 -1.22 3.36 -0.011
C -0.58 -1.68 4.68 -0.022
C -1.58 -1.12 5.51 -0.023
C -2.41 -0.10 5.02 -0.037
C -2.21 0.33 3.72 -0.485
S -3.06 1.52 2.91 1.248
H -3.07 2.78 0.29 0.138
H -1.75 1.90 -0.50 0.063
H 0.37 -1.65 2.73 0.099
H 0.05 -2.47 5.07 0.120
H -1.71 -1.48 6.52 0.125
H -3.18 0.33 5.64 0.129

=====

(3)
21
Properties=species:S:1:pos:R:3:lowdin_charge:R:1 method="wB97M-V/def2-TZVPD" total_charge=+1 molar_mass_g_mol=204.161 gap_ev="5.96 / 5.99" e_homo_ev="-12.48 / -12.27" max_force_ev_per_a=4.56 e_lumo_ev="-6.52 / -6.28"
C 1.05 2.33 -0.47 0.001
C 1.78 2.54 0.69 0.063
C 0.51 1.09 -0.83 0.109
C 1.93 1.49 1.62 -0.123
C 1.11 0.31 1.41 -0.072
C 0.32 0.06 0.16 -0.171
C 2.63 1.68 2.76 0.029
C 0.87 -0.55 2.44 -0.027
C -1.87 -2.44 -1.06 -0.455
C -2.72 -2.34 -2.30 0.004
N -0.54 -0.93 0.06 0.133
O 3.15 2.03 3.71 0.371
O 0.66 -1.41 3.18 0.308
O -1.78 -3.14 -0.11 0.172
O -1.23 -1.16 -1.09 -0.037
H 0.90 3.09 -1.29 0.155
H 2.21 3.46 0.81 0.113
H 0.03 0.86 -1.68 0.093
H -3.69 -1.99 -2.01 0.073
H -2.23 -1.68 -3.14 0.123
H -3.09 -3.30 -2.89 0.138

=====

(4)
118
Properties=species:S:1:pos:R:3:lowdin_charge:R:1 method="wB97M-V/def2-TZVPD" total_charge=-1 molar_mass_g_mol=799.572 gap_ev=6.88 e_homo_ev=-5.57 max_force_ev_per_a=2.54 e_lumo_ev=1.31
C 1.20 2.10 2.25 0.053
C 1.09 2.65 1.16 -0.124
C 0.76 3.25 -0.25 -0.200
C -0.37 2.38 -1.01 -0.253
C 0.41 1.25 -1.81 -0.255
Al -0.78 -0.05 -2.85 0.059
Br -2.65 1.03 -3.94 0.397
C 0.45 -0.85 -4.32 -0.175
C 1.53 -1.68 -3.51 -0.420
C 2.70 -1.00 -2.68 -0.077
N 1.46 -3.01 -3.49 0.046
C -1.37 -1.66 -1.73 -0.345
C -2.10 -1.29 -0.39 -0.107
F -2.28 -2.43 -2.60 -0.164
H 0.96 1.55 3.22 0.045
H 1.70 3.13 -0.87 0.097
H 0.52 4.35 -0.24 0.077
H -0.97 3.07 -1.68 0.073
H -0.99 1.91 -0.18 0.102
H 1.05 1.78 -2.60 0.078
H 1.08 0.64 -1.14 0.041
H -0.21 -1.59 -4.88 0.045
H 0.91 -0.06 -4.98 0.069
H 2.78 0.08 -3.00 0.074
H 3.71 -1.48 -2.85 0.085
H 2.40 -1.04 -1.59 0.054
H 2.24 -3.36 -2.92 0.040
H -0.45 -2.30 -1.58 0.063
H -1.45 -0.75 0.36 0.077
H -2.39 -2.28 0.11 0.051
H -3.09 -0.76 -0.58 0.075
O 2.12 0.94 4.90 -0.074
H 2.98 1.36 4.98 0.029
H 1.65 1.20 5.71 0.030
O -4.41 -3.87 -0.73 -0.071
H -3.72 -4.39 -0.29 0.017
H -3.92 -3.34 -1.38 0.020
O -0.23 1.05 7.16 -0.056
H -0.56 0.32 6.62 0.051
H -1.03 1.44 7.53 0.025
O 3.93 -2.57 -0.47 -0.054
H 3.36 -2.82 0.27 0.050
H 4.81 -2.58 -0.09 0.047
O 4.12 2.83 3.40 -0.075
H 4.60 2.41 2.67 0.031
H 3.44 3.36 2.96 0.024
O 3.51 -2.77 -6.02 -0.079
H 3.89 -3.65 -5.96 -0.005
H 2.66 -2.84 -5.57 0.002
O -4.24 2.38 -6.71 -0.099
H -3.47 2.77 -7.12 0.030
H -3.99 2.27 -5.78 -0.076
O -4.75 2.82 -1.82 -0.101
H -4.27 2.40 -2.55 -0.088
H -5.43 3.35 -2.26 0.032
O -6.01 -2.60 1.88 -0.058
H -5.52 -3.03 1.17 0.017
H -6.68 -2.07 1.42 0.029
O 3.79 0.92 -0.53 -0.069
H 4.16 0.04 -0.47 0.017
H 2.93 0.84 -0.08 0.007
O -0.98 -2.36 -6.99 -0.067
H -0.59 -3.24 -6.93 0.037
H -1.83 -2.43 -6.54 0.040
O 0.09 4.17 6.31 -0.064
H -0.13 3.23 6.40 -0.011
H 0.14 4.30 5.35 0.034
O 0.32 -4.21 -0.97 -0.091
H 0.09 -5.15 -0.88 0.022
H 0.39 -4.07 -1.93 0.002
O -1.08 5.23 -2.25 -0.066
H -1.88 4.90 -1.81 0.036
H -1.10 6.18 -2.07 0.009
O 5.67 -5.00 -5.74 -0.062
H 6.35 -5.52 -5.30 0.035
H 6.15 -4.47 -6.38 0.024
O -5.93 -0.18 -2.43 -0.078
H -5.15 0.22 -2.84 -0.039
H -5.68 -0.28 -1.51 0.012
O 6.27 1.88 5.22 -0.059
H 5.65 2.33 4.62 -0.008
H 6.89 2.57 5.48 0.034
O -0.20 -5.78 1.12 -0.065
H 0.57 -5.21 1.22 0.035
H -0.75 -5.56 1.87 0.029
O 3.03 5.65 0.86 -0.043
H 3.51 5.24 0.14 0.041
H 2.35 6.18 0.42 0.041
O -3.25 -4.46 1.78 -0.047
H -4.04 -4.80 2.22 0.046
H -3.27 -3.51 1.96 0.041
O 7.58 -5.41 -7.83 -0.056
H 7.36 -6.35 -7.74 0.046
H 7.64 -5.28 -8.79 0.046
O -2.78 2.25 6.28 -0.050
H -3.33 1.57 5.89 0.049
H -3.37 3.01 6.36 0.051
O -0.24 7.21 -0.42 -0.053
H -1.03 6.87 0.02 0.051
H -0.25 8.15 -0.23 0.051
O 5.81 3.34 1.26 -0.041
H 5.20 3.78 0.66 0.033
H 6.44 4.03 1.51 0.053
O -6.73 -4.17 4.19 -0.062
H -5.83 -4.13 4.54 0.039
H -6.67 -3.74 3.32 0.005
O -7.44 -0.02 0.79 -0.048
H -8.04 0.41 0.18 0.049
H -6.81 0.67 1.04 0.048
O 4.35 -0.79 6.33 -0.067
H 3.73 -0.35 5.74 -0.007
H 4.98 -0.09 6.57 0.019
O 3.98 7.02 3.47 -0.070
H 4.66 6.45 3.85 0.027
H 3.52 6.45 2.84 -0.007
O -8.99 -5.60 5.66 -0.075
H -8.20 -5.21 5.24 -0.011
H -8.75 -5.69 6.58 0.025